P.
One molecule with the formula ClFH2NOP. Source: the OMol25 dataset; level of theory: ωB97M-V/def2-TZVPD.

Element x y z (Å)
N: -1.1761 0.4791 -0.8238
P: 0.0412 -0.0844 -0.1065
O: -0.1280 -0.4339 1.4405
F: 0.7311 -1.4320 -0.7206
Cl: 1.9019 0.8708 -0.0932
H: -1.0913 0.3780 -1.8645
H: -0.2788 0.2223 2.1681

Properties
- E_HOMO (eV) = -10.614
- HOMO-LUMO gap (eV) = 10.85
- SMILES = N=[P@@](O)(F)Cl

Q.
A 2-piece molecular cluster, ClFH2NOP overall. Source: the OMol25 dataset; level of theory: ωB97M-V/def2-TZVPD.

Element x y z (Å)
N: 0.1763 -1.2595 1.1497
O: -0.1687 1.5232 0.9233
F: 0.6866 0.4837 -1.8261
P: -0.4623 0.1433 0.8618
Cl: -2.1833 -0.3126 0.0958
H: 1.1534 -1.5258 1.4616
H: 0.7980 0.9478 -2.6662

Properties
- E_HOMO (eV) = -10.566
- HOMO-LUMO gap (eV) = 10.71

P is preferred energetically. Next in line: 166.4 kJ/mol higher.

P.
One molecule with the formula C5H11N. Source: the OMol25 dataset; level of theory: ωB97M-V/def2-TZVPD.

Element x y z (Å)
C: 2.2766 -0.7334 1.2029
N: 1.0203 -0.7524 1.0977
C: 0.8500 -0.0879 -0.2034
C: -0.5977 0.3420 0.0405
C: -1.6005 -0.7903 0.2750
C: -0.9485 1.1937 -1.1383
H: 2.9189 -1.1503 0.4280
H: 2.7208 -0.1799 2.0159
H: 1.3962 0.8825 -0.2299
H: 1.1766 -0.6154 -1.1255
H: -0.5529 0.9397 0.9698
H: -1.4133 -1.6230 -0.4105
H: -1.5821 -1.1899 1.2954
H: -2.6102 -0.4084 0.0796
H: -0.9108 0.5590 -2.0299
H: -0.2046 1.9912 -1.2459
H: -1.9389 1.6228 -1.0213

Properties
- E_HOMO (eV) = -8.664
- HOMO-LUMO gap (eV) = 9.35
- SMILES = C=NCC(C)C

Q.
One molecule with the formula C5H11N. Source: the OMol25 dataset; level of theory: ωB97M-V/def2-TZVPD.

Element x y z (Å)
C: -0.9256 2.5479 -0.0261
C: -0.3043 1.4972 -0.9644
C: 0.3200 0.4518 -0.1160
C: -0.3029 -0.8873 -0.2716
N: 0.7118 -1.9420 -0.2444
C: 1.0947 -2.3227 1.1067
H: -1.6904 2.0965 0.6144
H: -0.1600 2.9895 0.6162
H: -1.4030 3.3356 -0.6156
H: -1.0515 1.1455 -1.6981
H: 0.5091 1.9892 -1.5189
H: 1.5338 -1.5593 -0.7051
H: -0.9515 -1.0182 -1.1571
H: -0.9663 -0.9966 0.6063
H: 2.0393 -2.8733 1.0704
H: 0.3302 -2.9918 1.5198
H: 1.2167 -1.4619 1.7835

Properties
- E_HOMO (eV) = -8.344
- HOMO-LUMO gap (eV) = 8.32

P is preferred energetically. Next in line: 92.0 kJ/mol higher.

P.
One molecule with the formula C5H11N. Source: the OMol25 dataset; level of theory: ωB97M-V/def2-TZVPD.

Element x y z (Å)
C: -0.6310 -1.3189 0.4812
C: 0.3828 -0.5543 -0.4005
C: 1.8301 -0.8040 0.0365
N: 0.1920 0.9141 -0.4908
C: -1.0998 1.4480 -0.8715
C: -0.5706 1.6417 0.5007
H: -1.2159 -0.6313 1.0959
H: -1.3507 -1.9069 -0.0929
H: -0.1324 -1.9882 1.1922
H: 0.2854 -0.9076 -1.4357
H: 1.9575 -0.6269 1.1111
H: 2.4922 -0.1215 -0.5023
H: 2.1501 -1.8320 -0.1760
H: -1.9347 0.7516 -0.9686
H: -1.1019 2.2610 -1.5985
H: -0.1669 2.5911 0.8415
H: -1.0859 1.0840 1.2777

Properties
- E_HOMO (eV) = -9.002
- HOMO-LUMO gap (eV) = 10.21
- SMILES = CC(C)N1CC1

Q.
C5H11N as an isolated structure. Source: the OMol25 dataset; level of theory: ωB97M-V/def2-TZVPD.

Element x y z (Å)
C: 2.3019 -1.5824 0.4393
C: 1.0404 -0.8451 0.8244
C: 0.9623 0.4382 0.4108
N: -0.2765 1.2213 0.1721
C: -1.3582 0.3356 -0.3489
C: -2.3262 1.1962 -1.1711
H: 2.2201 -2.6056 0.7892
H: 2.3715 -1.6168 -0.6407
H: 3.2421 -1.1864 0.8291
H: 0.5713 -1.0833 1.7573
H: 1.8523 1.0667 0.3093
H: -0.1208 0.9631 1.1931
H: -1.8866 -0.1556 0.4693
H: -0.9371 -0.4605 -0.9714
H: -1.7685 2.0286 -1.5732
H: -3.0790 1.6473 -0.5170
H: -2.8090 0.6386 -1.9717

Properties
- E_HOMO (eV) = -8.226
- HOMO-LUMO gap (eV) = 9.24

R.
A 2-piece molecular cluster, C5H11N overall. Source: the OMol25 dataset; level of theory: ωB97M-V/def2-TZVPD.

Element x y z (Å)
C: 2.3748 -0.7277 0.4315
C: 2.0641 0.1857 -0.4794
C: 1.4601 1.5099 -0.1613
H: 2.9185 -1.6371 0.2348
H: 2.1039 -0.4785 1.4542
H: 2.0715 -0.1334 -1.5200
H: 0.7485 1.8143 -0.9322
H: 0.9320 1.5127 0.7926
H: 2.2040 2.3098 -0.1266
C: -1.3551 -1.6143 0.0140
N: -1.9622 -0.7806 -0.7006
C: -2.6509 0.3029 -0.0229
H: -0.8329 -2.4037 -0.4773
H: -1.4768 -1.6318 1.1007
H: -2.1724 1.2657 -0.1938
H: -2.7784 0.1240 1.0522
H: -3.6485 0.3821 -0.4659

Properties
- E_HOMO (eV) = -9.554
- HOMO-LUMO gap (eV) = 10.69
- SMILES = C=CC.C=NC

S.
A 2-piece molecular cluster, C5H11N overall. Source: the OMol25 dataset; level of theory: ωB97M-V/def2-TZVPD.

Element x y z (Å)
C: -0.8429 2.1675 -0.9137
C: -0.8351 0.6741 -0.5936
C: 0.2666 0.3088 0.3454
C: 0.3699 0.1425 1.8169
N: 0.5863 -0.8874 0.8147
C: 0.7712 -2.1674 0.7251
H: -0.9545 2.7566 0.0027
H: 0.1020 2.4593 -1.3818
H: -1.6645 2.4297 -1.5889
H: -1.8110 0.3771 -0.1703
H: -0.7100 0.0951 -1.5169
H: 2.3010 -0.2250 -1.0426
H: -0.5025 -0.0574 2.4539
H: 1.2477 0.5085 2.3513
H: 2.6717 -0.8396 -1.2566
H: 0.6335 -2.6569 -0.2310
H: 1.1101 -2.7026 1.6015

Properties
- E_HOMO (spin up / spin down) (eV) = -7.158 / -7.157
- HOMO-LUMO gap (spin up / spin down) (eV) = 8.27 / 8.27

P is preferred energetically. Next in line: 43.7 kJ/mol higher.

P.
One molecule with the formula C5H11N. Source: the OMol25 dataset; level of theory: ωB97M-V/def2-TZVPD.

Element x y z (Å)
C: -1.6295 -0.1143 1.1296
C: -0.1953 -0.2876 0.7123
C: 0.2465 -1.4139 -0.2463
C: 1.0541 -0.3960 -1.0395
C: 0.2107 0.6684 -0.3736
N: 0.6679 1.9690 -0.2168
H: -1.6636 0.8332 1.7417
H: -2.2026 -0.1223 0.2111
H: -2.0154 -0.9934 1.7381
H: 0.5344 -0.1853 1.5606
H: 0.6858 -2.3924 0.0932
H: -0.6859 -1.7178 -0.8108
H: 1.1141 -0.4084 -2.1616
H: 2.0445 -0.2901 -0.6607
H: -0.7063 0.6757 -1.0661
H: 1.3828 1.9502 0.5651
H: 1.1579 2.2249 -1.1761

Properties
- E_HOMO (eV) = -8.959
- HOMO-LUMO gap (eV) = 10.17
- SMILES = C[C@H]1CC[C@@H]1N

Q.
One molecule with the formula C5H11N. Source: the OMol25 dataset; level of theory: ωB97M-V/def2-TZVPD.

Element x y z (Å)
C: -1.8865 -0.6263 -0.2822
C: -0.6140 -0.2306 0.4649
C: -0.4040 1.2943 0.4370
N: 0.3833 1.1283 -0.7720
C: 0.5934 -0.2631 -0.4987
C: 1.9109 -0.6077 0.1590
H: -1.8804 -0.2137 -1.3252
H: -2.0021 -1.7447 -0.2732
H: -2.7944 -0.2543 0.2162
H: -0.5682 -0.7130 1.4582
H: 0.1813 1.7064 1.2746
H: -1.2627 1.9354 0.3613
H: 1.2280 1.6555 -0.8888
H: 0.3601 -0.9063 -1.3912
H: 1.8819 -1.6637 0.4588
H: 2.7608 -0.4615 -0.5260
H: 2.1126 -0.0351 1.1274

Properties
- E_HOMO (eV) = -8.704
- HOMO-LUMO gap (eV) = 9.88
- SMILES = C[C@@H]1CN[C@H]1C

R.
One molecule with the formula C5H11N. Source: the OMol25 dataset; level of theory: ωB97M-V/def2-TZVPD.

Element x y z (Å)
C: 0.2934 0.6046 -2.1797
C: -0.5356 0.9928 -0.9302
C: 0.2717 1.1114 0.3491
C: 0.6840 -0.2918 0.7761
C: 0.1600 -0.9600 1.8274
N: -0.2225 -2.3203 1.8810
H: -0.2064 0.8088 -3.1327
H: 1.2389 1.1372 -2.1801
H: 0.4085 -0.4823 -2.1710
H: -1.2612 0.2129 -0.7459
H: -1.0995 1.9246 -1.0850
H: -0.2751 1.5214 1.2066
H: 1.2085 1.7276 0.3526
H: 1.2068 -0.8404 -0.0540
H: -0.2361 -0.2407 2.5397
H: -0.6570 -2.5344 0.9882
H: -0.9783 -2.3714 2.5579

Properties
- E_HOMO (eV) = -8.107
- HOMO-LUMO gap (eV) = 9.15
- SMILES = CCC/C=C/N

Q is preferred energetically. Next in line: 31.0 kJ/mol higher.